Here is a cluster of 2 separate species, C18H33N4O3PS in total at a distorted geometry from OMol25. Energies are from wB97M-V/def2-TZVPD.

Structure (ORCA input):
```
! RIJCOSX wB97M-V def2-TZVPD def2/J DEFGRID3
* xyz 1 2
C 4.53029 1.14052 3.87333
C 3.12233 0.69401 4.23874
O 2.23699 1.52240 4.26096
O 2.83500 -0.61731 4.56211
C 2.05013 -1.20739 3.51182
C 0.55999 -1.34586 3.95796
C -0.25387 -0.19671 3.40141
C -0.49262 -0.19347 2.00080
C -1.19115 0.85627 1.45171
C -1.63172 1.87466 2.36268
C -2.39634 3.06548 1.75988
N -3.72027 3.11995 2.40768
N -1.42357 1.84730 3.64255
N -0.73225 0.82064 4.08678
P -0.43567 0.84230 5.86896
S -1.87347 -0.15655 6.68858
H 4.71615 2.07621 4.41735
H 4.57086 1.37803 2.80153
H 5.31235 0.42775 4.15432
H 2.45160 -2.18257 3.21041
H 2.07689 -0.54566 2.63327
H 0.19100 -2.26009 3.46522
H 0.45525 -1.52144 5.03249
H -0.11744 -1.01137 1.38646
H -1.37442 0.91396 0.37962
H -2.45741 2.92130 0.67890
H -1.82544 3.96659 2.04488
H -4.34619 3.62854 1.79047
H -3.63508 3.64957 3.26847
H -0.56686 2.19137 6.24456
H 0.84130 0.31357 6.12310
C 0.31153 0.97694 -4.49297
C 0.49128 0.10167 -3.23164
C 1.53528 -0.98689 -3.50450
C 1.02215 -2.10957 -4.40359
C -0.28454 -2.68410 -3.86128
C -1.35368 -1.61912 -3.59987
N -0.82523 -0.46654 -2.80844
O -0.72438 -0.84268 -1.56320
C -1.93268 -1.12438 -4.94076
C -2.54938 -2.28104 -2.90750
C 1.05265 1.06888 -2.18399
H 0.35532 0.41110 -5.42092
H -0.63148 1.52485 -4.46332
H 1.10710 1.71838 -4.56897
H 1.86576 -1.42749 -2.55731
H 2.42198 -0.53674 -3.95731
H 0.88456 -1.74945 -5.42639
H 1.77224 -2.90055 -4.46048
H -0.66867 -3.42864 -4.56149
H -0.06533 -3.22409 -2.93378
H -2.61406 -0.28565 -4.78716
H -2.49987 -1.91922 -5.42554
H -1.17868 -0.82431 -5.66362
H -2.27160 -2.78268 -1.98087
H -2.98589 -3.03993 -3.55584
H -3.32778 -1.54930 -2.68152
H 0.33463 1.86096 -1.95600
H 1.96156 1.53999 -2.55602
H 1.32084 0.56760 -1.25276
*
```

As for the expectation value of S²: 0.754. The value obtained for the energy is -51419.0327 eV. The highest occupied orbital energy (spin up / spin down) is -11.2 / -12.0 eV. The energy relative to the best compared isomer or geometry (same formula, charge and spin) is 0.0 kcal/mol. Its orbital gap (spin up / spin down) is 0.255 / 0.285 Eh.